The following is a DFT calculation (the ωB97M-V functional and the def2-TZVPD basis) of a molecular structure, C34H40AuN4.

XYZ file:
```
79
Properties=species:S:1:pos:R:3:forces:R:3
Au -0.1846 0.7651 -0.8424 0.8392 0.5480 0.0844
N 0.8024 3.8293 2.1250 0.7727 -1.4557 0.8749
N 3.1284 1.1233 -1.6879 -3.7335 2.9536 -1.0245
C -2.3087 -0.2424 -0.2733 -0.7894 0.6780 0.9308
C -2.4135 1.1979 -0.5454 0.8492 -0.7647 0.8336
C -2.3618 1.8683 0.7425 0.1074 -1.2796 0.0255
C -2.1896 3.3191 0.9554 -0.5287 0.9583 0.3884
H -2.3440 3.8686 0.0193 0.0199 0.0295 0.1724
H -1.1738 3.5803 1.3226 -0.9716 0.0371 -0.0303
H -2.9215 3.6849 1.6930 0.0425 0.1190 -0.1205
C -2.3177 0.8878 1.7503 -0.4559 0.0049 -1.1418
C -2.3287 1.1788 3.2065 0.0542 0.0708 0.4750
H -3.3582 1.3164 3.5733 0.1737 -0.0147 0.0158
H -1.7757 2.1009 3.4298 -0.0835 -0.1506 0.0125
H -1.8726 0.3674 3.7855 -0.0947 0.1482 -0.0315
C -2.3497 -0.3985 1.1511 0.1489 0.9096 -0.7300
C -2.5416 -1.6702 1.8890 0.2364 -0.5089 0.2263
H -1.8358 -1.7635 2.7280 -0.1273 -0.0541 -0.1256
H -2.3918 -2.5325 1.2281 -0.0062 0.0724 0.1700
H -3.5596 -1.7534 2.3088 0.2382 0.0540 -0.1084
C -2.9757 1.7958 -1.7944 0.0890 0.1956 -0.3710
H -4.0770 1.8667 -1.7804 0.2099 -0.1039 0.1492
H -2.7027 1.1942 -2.6691 -0.0386 0.1592 0.0399
H -2.5935 2.8139 -1.9405 -0.0583 -0.1759 -0.1048
C -2.6213 -1.3160 -1.2624 -0.0083 -0.3788 -0.3633
H -2.1671 -2.2691 -0.9526 -0.0950 0.2033 -0.1832
H -2.2015 -1.0588 -2.2432 -0.1230 -0.2109 0.0894
H -3.7036 -1.4973 -1.3965 0.2058 0.0955 0.1082
C 1.5100 4.0440 3.2307 0.6179 0.1475 0.2793
H 1.0254 4.7070 3.9469 0.3372 0.1493 -0.0225
C 2.7533 3.4677 3.5058 0.4128 -0.3231 0.4363
H 3.2901 3.6814 4.4550 -0.5732 -0.1159 -0.7389
C 3.3232 2.5769 2.5710 -0.7081 0.1785 -0.3127
H 4.2893 2.0752 2.7719 -0.6061 0.5316 -0.2693
C 2.5808 2.2800 1.4205 -1.1343 0.2390 0.2451
H 2.9607 1.6742 0.5908 -0.1773 -0.0034 0.4591
C 1.2422 2.8263 1.3120 -0.3311 1.0216 0.0607
C 0.2017 2.5933 0.2726 4.3994 0.5103 -2.5451
H 0.6822 3.1954 -0.6216 -1.6613 -0.7358 1.1605
C 1.8135 0.8028 -1.7544 0.9849 -5.0685 0.9876
C 3.5031 1.1934 -3.0576 -0.3545 -0.6086 0.4723
H 4.0512 2.1136 -3.3236 0.4526 -1.3344 -0.2402
C 2.6877 0.3671 -3.7865 0.6490 -0.6972 0.1942
H 2.8115 0.0149 -4.8081 -0.1111 0.1834 0.3639
N 1.6971 -0.1358 -2.9066 0.1477 1.7743 -0.4575
C 0.7518 -1.2201 -3.2338 1.1723 -0.0667 -0.7203
C 0.1222 -1.1156 -4.4937 -0.2466 -0.4275 0.7109
C -0.5557 -2.2217 -5.0323 0.2454 0.3037 0.3787
H -1.0816 -2.1005 -5.9845 0.1983 -0.1039 0.2601
C -0.5840 -3.4447 -4.3640 -0.0180 -0.0736 0.0411
C -1.2747 -4.6407 -4.9776 0.0335 0.0419 0.0651
H -1.7505 -5.2439 -4.1949 0.0148 0.0770 -0.2334
H -0.5562 -5.2843 -5.5055 -0.1572 0.1427 0.0982
H -2.0330 -4.3142 -5.6971 0.0767 -0.1549 0.1223
C 0.0465 -3.5656 -3.1230 0.0859 0.7427 -0.1259
H 0.0028 -4.5214 -2.5868 0.0993 0.3819 -0.1711
C 0.7373 -2.4819 -2.5540 -0.1997 0.8523 -0.3865
C 1.4116 -2.6639 -1.2317 0.2053 -0.3850 0.4700
H 2.2323 -1.9616 -1.0766 -0.1697 0.1197 -0.0422
H 1.8252 -3.6803 -1.1415 -0.1468 0.2047 -0.1079
H 0.6853 -2.5481 -0.4111 0.1549 0.1421 -0.2299
C 0.1051 0.1997 -5.1961 -0.3565 0.4658 -0.7494
H 1.0867 0.5513 -5.5339 -0.3679 -0.1486 0.1642
H -0.3167 0.9852 -4.5554 0.1535 -0.1481 -0.0394
H -0.5219 0.1209 -6.0901 -0.0350 0.0614 0.0942
N 1.1440 -1.0869 1.9406 -0.4341 0.8664 -0.4903
C 1.2225 -0.8829 3.2926 0.1912 -0.3221 0.3810
C 0.8833 0.3584 3.8709 0.2201 0.0925 -0.2716
C 1.0400 0.5584 5.2391 0.0652 -0.5184 -0.1230
C 1.4720 -0.4988 6.0562 -0.0812 0.0297 0.0684
C 1.7425 -1.7571 5.4990 -0.0136 0.2837 -0.2587
C 1.6407 -1.9530 4.1230 -0.1962 0.5951 0.1153
H 0.9436 -0.3040 1.3049 0.1691 -0.6011 0.4994
H 1.5810 -1.8882 1.5334 0.1070 -0.0770 -0.0312
H 0.5626 1.1732 3.2013 0.1458 -0.4516 0.4723
H 0.8288 1.5436 5.6657 0.0541 -0.3746 -0.1331
H 1.5926 -0.3379 7.1283 -0.0539 -0.0802 -0.2615
H 2.0469 -2.5952 6.1301 -0.0444 0.3090 -0.1046
H 1.8840 -2.9126 3.6598 -0.0889 0.2330 0.2043
```
Forces are in eV/Å.

<S²>	2.021
charge	-1
energy	-1674.09778	Eh
multiplicity	3

The following is a DFT calculation (the ωB97M-V functional and the def2-TZVPD basis) of a molecular structure, C32H32B2IN4NdO6S3.

XYZ file:
```
81
Properties=species:S:1:pos:R:3:forces:R:3
Nd -0.7305 0.5677 -1.7543 -0.1602 -0.8224 0.1048
O -0.4633 2.9756 -1.3497 0.7373 -0.2724 1.5294
C -1.0126 3.1223 -2.4352 -1.0268 0.3362 -2.9713
O -0.8012 2.3694 -3.4634 0.4379 -0.0499 1.2358
C -2.1681 4.0598 -2.6289 0.3464 -0.9969 0.6872
C -2.0258 5.3234 -3.1389 -2.1794 1.1120 0.0102
C -3.1782 6.1125 -3.3811 -0.0350 -0.7177 0.3517
C -4.4156 5.5512 -3.0615 0.1568 -0.0458 1.1766
C -4.5230 4.2917 -2.4213 -0.9473 0.7027 -0.6324
C -3.4102 3.4558 -2.2611 -0.4330 0.8279 -0.7190
S -3.6554 1.7938 -1.8076 0.7654 -0.1462 0.3761
H -1.1221 5.8473 -3.2934 1.3212 -0.1985 -0.1814
H -3.1025 7.1596 -3.7015 0.0137 -0.5312 -0.0435
H -5.3006 6.1824 -3.1074 -0.0391 -0.1606 -0.2227
H -5.5423 3.9459 -2.1029 1.1555 0.2082 -0.3789
C 0.2730 -1.4365 -5.3376 0.8803 -0.8761 -0.3464
N 1.6085 -1.4370 -4.7446 -0.2512 0.8488 -2.0119
C 2.8087 -1.0784 -5.4383 -2.1438 -0.6163 1.5863
C 3.7467 -1.1721 -4.4875 -0.7722 -0.3783 -0.3105
N 3.1830 -1.5960 -3.3140 1.6296 0.8600 0.3020
B 4.0032 -1.8353 -2.0240 -0.2671 -1.1928 -0.0179
N 3.6092 -0.8997 -0.8438 0.4772 -0.9500 -1.3910
C 4.1070 -1.1864 0.3984 0.5348 -0.7287 0.1416
C 3.9250 -0.1249 1.1812 -0.8684 1.0063 0.3345
N 3.2152 0.7718 0.4111 0.2869 0.6212 -0.3077
C 2.7265 2.0430 0.8737 -0.5152 -0.7837 -0.3259
C 3.0419 0.3020 -0.8715 0.3088 0.1459 1.9664
S 2.2521 1.1912 -2.0797 -0.0608 0.2127 -0.6087
C 1.8649 -1.6543 -3.4638 -0.0970 -1.2108 1.0334
S 0.8026 -2.1089 -2.2095 -0.5514 0.2340 -0.3088
H 0.4298 -1.3356 -6.4332 -0.4381 -0.2017 0.6970
H -0.2908 -0.6303 -4.9453 -0.6254 0.9361 0.1544
H -0.2700 -2.3497 -5.0323 0.3540 0.2957 -0.4023
H 2.7413 -0.7383 -6.4392 0.2618 0.1240 -0.5622
H 4.7568 -0.9864 -4.6061 1.7439 0.2608 0.1569
H 5.1965 -1.7699 -2.3253 -0.2866 0.2964 0.1550
H 3.7359 -2.9648 -1.6245 0.2488 0.1382 -0.0885
H 4.5267 -2.1421 0.6730 0.0359 0.0662 -0.4126
H 4.1203 0.0874 2.2255 -0.0394 -0.2079 -0.2444
H 2.0794 2.3886 0.0775 -0.2681 0.3915 0.0461
H 3.5453 2.7277 0.9979 0.2964 0.4493 0.3876
H 2.1359 1.8344 1.7615 0.0738 0.4999 0.2808
C 2.1504 -2.1723 6.6884 0.9769 -0.6457 -0.8320
C 2.0131 -0.6611 6.5701 0.5534 0.0994 -0.0935
C 1.6134 -0.1781 7.9683 -0.7865 0.6005 -0.6740
C 3.3638 0.0305 6.3010 0.8712 -0.1873 -1.1787
C 1.0771 -0.2775 5.4304 -1.0160 0.8767 -0.4835
C 0.0272 0.6348 5.5925 -0.3015 -0.1107 1.0451
C -0.7934 1.0633 4.5496 0.1046 -0.7880 -1.2457
C -0.5099 0.5610 3.2655 -1.8815 0.8163 0.6824
O -1.1392 0.8256 2.0738 1.4809 0.1125 0.1485
B -0.2258 0.3549 1.0021 -0.4700 -0.5815 0.9867
O 0.7854 -0.4206 1.7341 -0.6381 0.1444 -0.0659
C 0.5460 -0.2915 3.0761 0.7215 0.5263 -1.4696
C 1.3260 -0.6964 4.1057 2.2930 -1.0867 1.7491
H 2.9209 -2.4353 7.4196 0.0104 0.0916 0.0902
H 2.4374 -2.7072 5.7504 -0.3236 0.5854 0.5318
H 1.2222 -2.5825 7.0400 -0.5441 -0.3166 0.0613
H 2.4118 -0.4674 8.6442 0.1045 0.2842 0.2413
H 0.6846 -0.6351 8.3283 0.0450 0.0709 -0.1375
H 1.4654 0.9180 7.9067 0.2277 -0.4987 0.5215
H 4.1620 -0.3124 6.9608 -0.1779 0.1263 0.6184
H 3.2563 1.1368 6.3662 0.1396 -0.7542 -0.1275
H 3.8111 -0.2483 5.3075 -0.7903 0.4740 0.5517
H -0.2323 1.0141 6.5933 0.2496 -0.2233 -0.4493
H -1.6473 1.7048 4.7295 0.1391 0.0889 -0.0809
H 2.2805 -1.2677 3.9924 -1.0975 0.2875 -0.5194
I -7.7547 -5.0938 -3.6959 -0.3642 -0.1195 0.0147
C -6.1757 -3.8350 -3.2195 0.6617 0.5420 -0.2811
C -5.4014 -3.3159 -4.2525 0.1445 -0.2847 -0.1998
C -4.2746 -2.5661 -3.9301 -0.4002 0.5613 -1.0136
C -3.9254 -2.3245 -2.6127 0.5540 0.0263 -0.0399
C -4.7153 -2.8575 -1.5776 0.5073 0.7553 -0.2632
C -5.8607 -3.5496 -1.8857 0.5081 0.0042 -1.9635
C -2.6590 -1.5049 -2.3727 0.0206 -1.0789 2.2699
O -2.1614 -1.5357 -1.1997 -0.6385 0.5033 -0.6197
O -2.1403 -0.8837 -3.3012 0.2117 0.7635 -1.2861
H -5.5898 -3.4690 -5.3272 -0.2744 -0.1541 0.7540
H -3.7612 -2.0938 -4.8000 0.0104 -0.3721 1.1943
H -4.4774 -2.6752 -0.5325 0.1962 0.1323 -0.2786
H -6.5329 -3.8439 -1.1603 -1.0884 -0.7574 1.6158
```
Forces are in eV/Å.

<S²>	3.753
charge	-2
ΔE to the lowest compared entry with this formula, charge and spin	0.570	eV
multiplicity	4

The following is a DFT calculation (the ωB97M-V functional and the def2-TZVPD basis) of a molecular structure, C42H56As2NO2PS2Si2W.

XYZ file:
```
109
Properties=species:S:1:pos:R:3:forces:R:3
W -0.2793 0.2196 -0.3530 3.7969 -0.3987 0.5960
C -2.1238 3.9100 0.5270 0.1304 0.4138 1.2374
C -0.8070 4.3014 1.2723 -0.7050 -1.4982 -0.9108
As -0.5838 3.3183 3.0478 2.0199 1.7962 -1.0730
C 1.1339 4.1569 3.4861 -0.5712 -0.9109 -0.7878
C 1.9274 4.7884 2.4995 0.0916 0.0236 -0.0204
C 3.1196 5.3830 2.8466 -1.0337 -0.1865 -0.3495
C 3.5071 5.4022 4.1604 0.7428 0.0586 2.3105
C 2.6786 4.8717 5.1466 0.0833 -0.6168 1.6590
C 1.5813 4.1126 4.8180 0.0394 0.1229 -0.2105
C -1.6421 4.3014 4.2692 -2.3227 0.9081 1.5565
C -1.6935 5.7196 4.4045 -0.4786 -0.4288 0.9038
C -2.6652 6.3273 5.2396 1.3157 -0.0182 -0.9805
C -3.5676 5.5788 5.9700 0.6996 0.6410 0.1389
C -3.5780 4.2203 5.8204 1.2198 -1.5980 -1.5562
C -2.6127 3.5582 4.9818 0.0589 1.5513 0.4059
As -2.1949 1.9255 -0.0482 -1.7960 1.3546 -0.4422
C -4.0626 1.2949 0.4307 1.8275 -0.4557 2.5047
C -5.2373 1.6902 -0.1343 -0.2386 0.7892 -1.1726
C -6.4625 1.3640 0.4556 -0.4032 0.8550 0.4135
C -6.5230 0.7136 1.6940 -1.3042 0.2636 -0.7359
C -5.3404 0.2209 2.2179 -0.1952 0.0127 0.1545
C -4.1231 0.5873 1.6866 0.3458 0.3331 -1.6104
C -1.9751 2.2384 -1.9797 0.0188 -1.1667 1.2330
C -2.6273 1.4295 -2.8809 -1.2614 1.0118 -0.6531
C -2.5140 1.7457 -4.2289 1.1791 -1.1062 0.0656
C -1.5421 2.6533 -4.6345 -0.0761 0.1508 0.8384
C -0.7974 3.3649 -3.6858 0.9067 0.6150 -1.7742
C -0.9416 3.0682 -2.3634 0.3425 1.5714 2.0585
H -2.2087 4.5496 -0.3735 0.0068 -0.7323 0.2174
H -2.9894 4.1644 1.1810 0.3042 -0.6585 -0.5431
H -0.7527 5.3851 1.4812 0.0299 -0.5596 -0.2142
H -0.0280 3.9135 0.5673 -0.0234 0.6721 1.0455
H 1.5634 4.8501 1.4880 0.1962 -0.0313 -0.1102
H 3.6968 5.9192 2.1584 0.7355 0.4391 -1.2070
H 4.4743 5.7572 4.5713 -0.6339 0.1385 -0.9566
H 2.9712 4.9671 6.2094 -0.0817 -0.2145 -0.7868
H 1.0779 3.4423 5.5016 -0.0673 0.3966 0.3975
H -0.8905 6.3351 4.0517 0.1254 0.2821 -0.6373
H -2.6956 7.4148 5.3455 0.3304 -0.3658 -0.0526
H -4.0805 6.1217 6.7533 -0.7559 -0.3480 -0.2532
H -4.3621 3.6378 6.2322 -0.3134 -0.5572 0.7934
H -2.4465 2.4929 4.9647 -0.8363 -0.3315 0.0588
H -5.1859 2.3710 -0.9990 -0.3641 -0.6117 0.2082
H -7.3508 1.7860 -0.0243 0.1867 -0.3235 0.3256
H -7.5005 0.6260 2.2646 1.3525 -0.2102 -1.0381
H -5.4273 -0.4877 3.0179 0.3393 0.1475 0.7213
H -3.2194 0.3500 2.2257 0.0607 -0.2141 -0.2007
H -3.2946 0.6426 -2.5609 -0.1658 0.0032 0.0698
H -2.9781 1.0895 -4.9477 -0.3072 0.1820 -0.2133
H -1.2815 2.7509 -5.6634 -0.2249 0.3402 -0.6279
H -0.0969 4.1488 -4.0629 -0.4004 -0.9559 0.5745
H -0.3009 3.5278 -1.5385 -0.8837 -0.3454 -1.5279
C -0.5027 -4.6533 0.0124 0.3424 1.4736 0.8097
Si 1.3930 -4.5144 0.1451 -2.3015 -1.0379 -1.2212
C 2.1366 -5.0146 -1.5362 0.7510 0.5101 1.1576
C 1.6340 -5.8774 1.4268 2.7539 0.3562 1.1633
C 1.9802 -2.8575 0.7510 -0.4217 0.6004 0.5274
C 1.1453 -1.9568 1.4742 1.6036 0.2004 -0.4695
C 1.3433 -1.4567 2.8104 -0.2095 -0.7649 -0.4997
C 0.3219 -0.7211 3.4569 0.4791 -0.4801 0.4593
C -0.9790 -0.7057 2.8918 1.2274 0.5565 0.1420
C -1.0366 -1.0053 1.5515 -3.5372 -0.4014 -1.8550
N 0.0468 -1.3676 0.8016 1.1830 -0.4342 -0.1946
Si 3.8734 -2.5543 0.4399 0.6265 1.7399 0.5733
C 4.8227 -3.9251 1.2489 -0.1132 -1.2681 0.3056
C 4.0146 -0.8923 1.4003 -0.0304 -1.2511 -1.3229
C 4.6499 -2.2865 -1.3416 1.1937 -1.6331 0.6501
H -0.8342 -5.3001 -0.7653 -0.1981 -0.4159 -0.8509
H -1.0188 -3.6569 -0.0670 0.2586 -1.0419 0.1460
H -0.7246 -5.1832 0.9482 -0.5311 0.5124 -0.1640
H 1.8697 -6.0454 -1.7234 -0.0229 -0.2952 -0.0948
H 3.2313 -4.9170 -1.5254 -0.1623 -0.2346 -0.1063
H 1.7796 -4.3911 -2.3400 -0.2969 0.2810 -0.2668
H 2.6584 -5.7147 1.9292 -1.3836 -0.4653 -0.5634
H 1.7467 -6.8202 0.8897 -0.0702 -0.0439 -0.1502
H 0.9245 -6.0587 2.2507 0.0291 0.5529 -0.5368
H 2.2090 -1.9554 3.3297 -0.9474 1.2119 -0.2336
H 0.5217 -0.2850 4.4465 -0.2731 -0.6708 -0.3174
H -1.9117 -0.5350 3.4454 0.7196 0.0230 -0.0159
H -2.0088 -1.3395 1.0531 0.7757 0.4810 1.1514
H 4.3572 -4.2478 2.1872 0.1038 0.4519 0.1506
H 5.8771 -3.7347 1.4490 -0.0235 0.3283 -0.0511
H 4.8154 -4.8822 0.6999 -0.0363 0.4170 -0.3159
H 3.7297 -1.1241 2.4167 0.5660 0.4312 0.3373
H 3.3390 -0.1502 0.9810 -0.1033 0.0079 0.0257
H 5.0218 -0.5554 1.2214 0.4771 0.3202 0.6262
H 4.0022 -1.9201 -2.1089 -0.5518 0.1410 -0.4901
H 5.0726 -3.3104 -1.6522 -0.8140 1.3553 0.2536
H 5.5723 -1.6311 -1.3583 -1.1199 -0.4638 0.5811
C -1.7898 -2.5212 -6.7228 0.1958 0.2604 -0.9632
C -1.4259 -3.2861 -5.4848 -1.1531 1.9379 1.6388
O 0.0054 -3.4665 -5.4254 1.2424 -0.6213 -1.2743
P 0.9006 -3.7286 -6.7065 1.2671 0.0357 2.9554
S -0.3014 -0.7365 -2.2799 -0.1651 0.6506 1.0070
S 1.5201 1.5831 -0.1780 -2.8520 -1.8705 -0.1311
O 2.2953 -3.9370 -5.9395 -1.6334 0.4539 -1.8039
C 3.4289 -4.0995 -6.9453 -1.0268 -0.2542 -0.2058
C 3.7608 -5.6051 -7.0682 -0.5180 1.2586 0.2309
H -2.8670 -2.2609 -6.8705 0.9629 -0.2086 0.4822
H -1.5135 -3.1726 -7.5596 -0.2867 0.2268 -0.3233
H -1.1302 -1.6227 -6.7917 -0.7617 -0.3628 0.0485
H -1.8881 -4.2489 -5.4206 -0.2176 -0.5725 0.0760
H -1.6755 -2.6845 -4.5519 0.3851 -0.9366 -1.0575
H 4.2372 -3.5041 -6.5406 -0.0239 0.0439 0.1305
H 3.0608 -3.5863 -7.8836 0.6156 -0.7727 0.7243
H 3.0811 -6.2852 -6.5125 0.5469 0.6610 -0.1563
H 4.7859 -5.6809 -6.7624 0.3915 -0.6635 0.2732
H 3.6949 -5.8317 -8.1059 0.0457 -0.5457 -0.8342
```
Forces are in eV/Å.

<S²>	0.768
charge	+3
energy	-8093.50931	Eh
multiplicity	2